Entry 1:
This record from OMol25 describes a 9-piece molecular cluster, C51H116N4O9 overall at a distorted geometry. The level of theory is wB97M-V/def2-TZVPD.

Geometry as ORCA input:
```
! RIJCOSX wB97M-V def2-TZVPD def2/J DEFGRID3
* xyz 0 1
C -10.323 -5.353 1.768
C -11.733 -5.854 2.344
C -12.060 -7.393 1.949
C -11.723 -5.739 3.928
C -11.884 -4.288 4.375
C -13.198 -3.782 3.805
C -13.176 -3.673 2.270
C -14.580 -3.294 1.905
C -12.354 -2.527 1.654
N -12.860 -5.044 1.744
O -12.900 -5.127 0.365
H -9.449 -5.826 2.215
H -10.230 -5.588 0.708
H -10.107 -4.304 1.972
H -13.121 -7.616 2.066
H -11.693 -7.530 0.932
H -11.605 -8.125 2.617
H -12.323 -6.525 4.386
H -10.682 -5.870 4.225
H -11.813 -4.239 5.461
H -11.028 -3.688 4.067
H -13.355 -2.780 4.204
H -14.055 -4.371 4.129
H -14.782 -3.557 0.866
H -14.672 -2.220 2.064
H -15.466 -3.710 2.385
H -12.612 -1.609 2.181
H -12.355 -2.338 0.581
H -11.299 -2.630 1.910
H -13.651 -5.715 0.260
C 8.847 -1.429 4.288
C 9.127 0.176 4.084
C 7.815 0.742 3.556
C 9.344 0.804 5.542
C 10.657 0.649 6.116
C 11.726 1.279 5.204
C 11.696 0.741 3.739
C 12.482 1.756 2.924
C 12.566 -0.658 3.772
N 10.281 0.599 3.274
O 10.190 -0.088 2.126
H 9.669 -1.953 4.775
H 7.930 -1.624 4.845
H 9.019 -1.886 3.313
H 7.676 0.630 2.480
H 6.850 0.408 3.938
H 7.773 1.830 3.605
H 8.997 1.837 5.519
H 8.707 0.236 6.220
H 10.795 1.072 7.111
H 10.835 -0.424 6.188
H 12.649 0.913 5.653
H 11.844 2.362 5.203
H 12.033 2.750 2.928
H 12.515 1.416 1.889
H 13.522 1.796 3.247
H 13.581 -0.399 4.074
H 12.655 -1.075 2.769
H 12.063 -1.335 4.463
H 10.201 0.637 1.498
C -5.695 10.519 2.262
C -5.088 11.695 1.380
C -6.340 12.615 1.089
C -4.161 12.575 2.276
C -2.776 11.866 2.309
C -2.191 11.540 0.957
C -3.140 10.769 0.049
C -2.632 10.828 -1.429
C -3.025 9.219 0.444
N -4.515 11.224 0.113
O -5.380 10.507 -0.731
H -6.538 10.829 2.880
H -6.167 9.777 1.618
H -5.003 10.026 2.945
H -6.768 12.992 2.018
H -6.087 13.479 0.476
H -7.144 12.102 0.562
H -4.097 13.527 1.748
H -4.478 12.529 3.317
H -2.064 12.556 2.764
H -2.770 11.020 2.997
H -1.270 10.982 1.122
H -1.946 12.426 0.370
H -2.786 11.843 -1.793
H -3.191 10.185 -2.110
H -1.604 10.528 -1.629
H -3.317 8.987 1.468
H -1.963 8.974 0.438
H -3.615 8.578 -0.211
H -5.573 11.121 -1.443
C 1.555 -2.263 -2.829
C 0.774 -1.866 -1.589
C 1.635 -2.193 -0.328
C 0.601 -0.247 -1.521
C -0.506 0.322 -0.586
C -1.786 -0.496 -0.786
C -1.713 -2.036 -0.722
C -1.616 -2.541 0.700
C -3.029 -2.418 -1.483
N -0.573 -2.482 -1.625
O -0.428 -3.868 -1.614
H 0.860 -2.359 -3.663
H 2.333 -1.621 -3.243
H 1.828 -3.319 -2.827
H 2.706 -1.988 -0.344
H 1.249 -1.749 0.589
H 1.559 -3.269 -0.171
H 1.476 0.193 -1.043
H 0.519 0.093 -2.554
H -0.125 0.282 0.434
H -0.723 1.388 -0.655
H -2.164 -0.249 -1.778
H -2.432 -0.040 -0.036
H -1.682 -1.756 1.453
H -0.916 -3.331 0.972
H -2.473 -3.168 0.948
H -3.000 -3.504 -1.575
H -3.063 -2.074 -2.517
H -3.974 -2.031 -1.100
H -0.777 -4.111 -2.475
C 0.458 3.254 7.466
C -1.019 3.634 7.732
C -1.396 5.031 7.176
O -1.829 2.687 6.969
H 0.672 3.440 6.413
H 0.621 2.192 7.649
H 1.151 3.742 8.151
H -1.371 3.647 8.763
H -0.894 5.867 7.662
H -2.442 5.320 7.274
H -1.204 5.065 6.104
H -1.570 2.704 6.044
C 9.091 4.209 -5.761
C 8.234 4.453 -4.579
C 6.739 4.000 -4.688
O 8.807 3.899 -3.459
H 9.164 3.145 -5.983
H 10.146 4.436 -5.608
H 8.637 4.755 -6.588
H 8.222 5.534 -4.439
H 6.134 4.297 -3.831
H 6.822 2.913 -4.682
H 6.201 4.396 -5.549
H 8.567 4.423 -2.691
C 9.017 -4.105 -6.383
C 10.464 -3.964 -5.987
C 10.767 -3.694 -4.516
O 11.050 -5.202 -6.123
H 8.446 -4.753 -5.718
H 8.891 -4.390 -7.428
H 8.441 -3.188 -6.263
H 11.062 -3.366 -6.675
H 11.853 -3.618 -4.466
H 10.441 -4.489 -3.846
H 10.335 -2.800 -4.068
H 11.916 -5.274 -5.716
C -6.256 -7.121 -6.190
C -5.318 -7.660 -7.319
C -5.670 -7.102 -8.720
O -3.961 -7.204 -7.016
H -7.225 -7.582 -6.384
H -6.199 -6.034 -6.120
H -5.773 -7.336 -5.237
H -5.275 -8.748 -7.382
H -5.150 -7.608 -9.533
H -5.541 -6.020 -8.767
H -6.707 -7.336 -8.959
H -3.570 -6.842 -7.815
C 5.177 -9.959 -5.423
C 3.741 -9.748 -5.888
C 2.819 -9.677 -4.643
O 3.847 -8.546 -6.664
H 5.921 -9.898 -6.217
H 5.312 -10.963 -5.022
H 5.472 -9.244 -4.654
H 3.456 -10.575 -6.539
H 3.060 -8.893 -3.924
H 2.955 -10.566 -4.027
H 1.770 -9.494 -4.878
H 4.743 -8.605 -7.004
*
```

## Properties
**SMILES string**: CC1(C)CCCC(C)(C)N1O.CC1(C)CCCC(C)(C)N1O.CC1(C)CCCC(C)(C)N1O.CC1(C)CCCC(C)(C)N1O.CC(C)O.CC(C)O.CC(C)O.CC(C)O.CC(C)O
**Energy relative to the best compared isomer or geometry (same formula, charge and spin)**: 143.6 kcal/mol
**E_LUMO**: 0.46 eV

=====

Entry 2:
This record from OMol25 describes a 12-piece molecular cluster, C51H120B5F20N7O6 overall at a distorted geometry. The level of theory is wB97M-V/def2-TZVPD.

Geometry as ORCA input:
```
! RIJCOSX wB97M-V def2-TZVPD def2/J DEFGRID3
* xyz 2 1
C 8.695 -30.164 -7.742
O 9.911 -29.971 -8.520
C 9.747 -29.331 -9.761
C 11.049 -29.151 -10.545
N 12.287 -28.914 -9.620
H 12.246 -29.590 -8.871
H 13.112 -28.984 -10.198
C 12.232 -27.462 -9.049
C 13.500 -27.123 -8.138
O 14.660 -27.552 -8.798
C 15.871 -27.051 -8.211
H 8.198 -31.114 -7.939
H 7.981 -29.377 -7.985
H 9.000 -30.300 -6.704
H 9.168 -28.408 -9.741
H 8.990 -29.912 -10.288
H 10.860 -28.243 -11.116
H 11.284 -29.907 -11.294
H 11.296 -27.209 -8.551
H 12.268 -26.820 -9.929
H 13.491 -27.619 -7.167
H 13.492 -26.064 -7.878
H 15.697 -26.975 -7.138
H 16.100 -26.119 -8.727
H 16.667 -27.785 -8.335
C 17.920 -20.029 -0.859
O 18.319 -19.961 -2.178
C 19.630 -19.923 -2.514
C 19.786 -20.051 -4.031
N 18.977 -21.278 -4.625
H 17.990 -21.094 -4.735
H 19.278 -21.317 -5.588
C 19.187 -22.647 -3.999
C 18.142 -23.639 -4.686
O 18.592 -23.941 -5.999
C 17.938 -25.089 -6.612
H 18.277 -20.923 -0.347
H 16.833 -19.955 -0.896
H 18.251 -19.124 -0.348
H 20.136 -20.754 -2.021
H 20.031 -18.951 -2.226
H 20.854 -20.218 -4.177
H 19.406 -19.125 -4.464
H 18.840 -22.579 -2.968
H 20.210 -23.010 -4.089
H 17.107 -23.299 -4.733
H 18.167 -24.601 -4.173
H 16.855 -25.013 -6.507
H 18.384 -25.950 -6.115
H 18.153 -25.201 -7.674
C 23.829 -18.907 -8.036
C 24.160 -20.274 -8.607
C 22.854 -21.186 -8.693
C 22.963 -22.528 -9.443
N 21.786 -23.480 -9.376
C 22.039 -24.658 -10.329
C 21.455 -24.380 -11.742
C 20.698 -23.064 -11.617
C 20.560 -22.864 -10.101
C 21.448 -23.884 -7.935
C 22.415 -24.767 -7.209
C 22.027 -25.117 -5.742
H 24.692 -18.244 -8.100
H 23.393 -18.951 -7.038
H 23.088 -18.544 -8.749
H 24.958 -20.762 -8.047
H 24.575 -20.137 -9.606
H 22.042 -20.607 -9.134
H 22.647 -21.554 -7.688
H 23.843 -23.136 -9.233
H 23.132 -22.369 -10.508
H 21.382 -25.419 -9.907
H 23.077 -24.991 -10.327
H 20.798 -25.173 -12.098
H 22.269 -24.301 -12.463
H 19.719 -23.141 -12.090
H 21.256 -22.190 -11.954
H 19.680 -23.409 -9.757
H 20.315 -21.870 -9.726
H 20.441 -24.302 -7.944
H 21.188 -22.965 -7.409
H 23.426 -24.361 -7.171
H 22.605 -25.673 -7.785
H 22.723 -25.778 -5.227
H 21.049 -25.596 -5.695
H 21.946 -24.193 -5.169
C 19.782 -22.191 -15.621
C 20.119 -23.634 -15.180
C 18.803 -24.210 -14.617
C 18.725 -25.764 -14.373
N 17.334 -26.456 -14.121
C 16.764 -25.798 -12.824
C 16.074 -26.877 -11.993
C 16.473 -28.240 -12.637
C 17.586 -27.911 -13.628
C 16.298 -26.415 -15.306
C 16.946 -26.943 -16.642
C 15.878 -27.016 -17.790
H 19.686 -21.586 -14.720
H 18.851 -22.010 -16.159
H 20.493 -21.776 -16.336
H 20.919 -23.527 -14.448
H 20.470 -24.283 -15.983
H 17.941 -23.833 -15.168
H 18.564 -23.684 -13.693
H 19.553 -25.941 -13.687
H 19.117 -26.403 -15.165
H 16.185 -24.911 -13.079
H 17.566 -25.335 -12.249
H 14.985 -26.918 -11.976
H 16.396 -26.912 -10.953
H 15.618 -28.709 -13.125
H 16.863 -28.951 -11.909
H 17.654 -28.647 -14.429
H 18.577 -27.887 -13.174
H 15.959 -25.384 -15.398
H 15.445 -26.895 -14.826
H 17.264 -27.985 -16.644
H 17.814 -26.417 -17.038
H 14.961 -27.391 -17.336
H 16.150 -27.694 -18.598
H 15.690 -26.026 -18.204
C 15.160 -15.927 -10.356
C 15.336 -16.659 -9.062
C 15.010 -15.877 -7.823
C 14.975 -16.805 -6.613
N 15.131 -16.132 -5.179
C 16.484 -15.532 -4.918
C 17.356 -16.678 -4.207
C 16.343 -17.741 -3.902
C 14.943 -17.188 -4.071
C 14.109 -14.953 -5.053
C 12.652 -15.337 -5.356
C 11.646 -14.217 -4.959
H 16.038 -15.307 -10.540
H 14.309 -15.247 -10.396
H 15.290 -16.617 -11.190
H 16.395 -16.872 -8.918
H 14.739 -17.570 -9.101
H 13.968 -15.577 -7.939
H 15.491 -14.907 -7.694
H 15.812 -17.484 -6.776
H 14.062 -17.354 -6.386
H 16.484 -14.756 -4.153
H 16.939 -15.075 -5.796
H 17.835 -16.232 -3.335
H 18.046 -17.145 -4.910
H 16.454 -18.101 -2.879
H 16.475 -18.660 -4.473
H 14.645 -16.909 -3.060
H 14.229 -17.929 -4.432
H 14.434 -14.140 -5.702
H 14.053 -14.586 -4.028
H 12.359 -16.193 -4.749
H 12.633 -15.604 -6.413
H 11.776 -13.276 -5.493
H 11.668 -13.903 -3.916
H 10.652 -14.649 -5.071
C 14.823 -23.506 -10.232
C 16.185 -22.994 -9.699
O 17.231 -23.558 -9.914
N 16.227 -21.630 -8.999
H 15.571 -21.697 -8.233
H 17.111 -21.357 -8.593
C 15.881 -20.547 -10.085
H 13.929 -23.179 -9.701
H 14.683 -24.587 -10.209
H 14.758 -23.221 -11.282
H 16.837 -20.298 -10.546
H 15.497 -19.694 -9.526
H 15.129 -20.872 -10.804
C 11.706 -21.908 -17.052
C 12.888 -21.307 -16.309
O 13.133 -20.077 -16.257
N 13.584 -22.211 -15.278
H 13.502 -23.135 -15.676
H 14.544 -21.899 -15.236
C 12.853 -22.277 -13.942
H 11.056 -22.445 -16.361
H 12.123 -22.599 -17.784
H 11.205 -21.096 -17.578
H 13.325 -23.032 -13.312
H 11.813 -22.558 -14.105
H 13.062 -21.295 -13.518
B 16.411 -20.989 -13.810
F 16.472 -21.597 -15.009
F 17.686 -20.700 -13.427
F 15.669 -19.886 -13.739
F 15.883 -21.909 -12.987
B 18.849 -19.934 -7.780
F 18.380 -21.217 -7.679
F 17.859 -19.033 -7.520
F 20.013 -19.685 -6.971
F 19.327 -19.791 -9.078
B 11.540 -25.430 -12.140
F 10.479 -26.045 -11.540
F 11.085 -24.764 -13.272
F 12.202 -24.578 -11.283
F 12.385 -26.462 -12.601
B 14.738 -21.078 -6.195
F 14.156 -22.111 -6.914
F 14.963 -19.958 -6.959
F 13.772 -20.693 -5.300
F 15.912 -21.523 -5.590
B 11.824 -20.429 -10.102
F 12.638 -19.886 -9.143
F 10.583 -19.811 -9.999
F 12.360 -20.309 -11.326
F 11.674 -21.726 -9.863
*
```

## Properties
**E_LUMO**: -3.92 eV